73
Properties=species:S:1:pos:R:3:forces:R:3:lowdin_charge:R:1 method="wB97M-V/def2-TZVPD" gap_ev=8.80 spin_multiplicity=1 lumo_ha=-0.194 total_charge=+2
Lu 0.84522 0.04294 -0.20333 0.1 -1.1 -0.7 1.5073
C -2.20162 -2.63914 -1.26315 0.0 0.0 0.0 -0.4576
C -1.72449 -2.00768 -2.57113 0.0 0.0 0.1 -0.4515
S 0.05030 -1.77773 -2.41539 0.1 0.1 0.3 0.7837
C 0.70461 -1.63970 -4.08626 0.1 0.1 0.0 -0.4585
C 2.10057 -0.99176 -4.02315 0.0 0.0 0.0 -0.4842
S 2.95234 -1.04867 -2.42041 0.0 0.5 0.2 0.8145
C 3.11746 -2.83452 -2.17104 0.0 -0.1 0.0 -0.5071
C 3.31468 -3.17447 -0.70438 -0.1 0.1 0.0 -0.4804
S 2.00598 -2.61848 0.41554 0.0 0.2 0.1 0.8410
C 0.70058 -3.85108 0.18451 0.0 0.0 0.0 -0.4862
C -0.56241 -3.41918 0.91591 0.0 0.0 0.0 -0.4861
S -1.42337 -1.96602 0.24753 0.1 0.2 0.1 0.8587
H -2.01324 -3.71228 -1.25597 0.0 0.0 0.0 0.0901
H -3.27075 -2.48197 -1.14485 -0.1 0.0 0.0 0.0883
H -2.21253 -1.05277 -2.74514 0.0 0.0 0.0 0.0617
H -1.92803 -2.67210 -3.40967 -0.1 0.0 0.0 0.1045
H 0.03647 -1.03546 -4.69599 0.0 0.0 -0.1 0.0805
H 0.74940 -2.63814 -4.51356 0.0 0.0 0.0 0.0916
H 2.04857 0.07183 -4.25509 0.0 0.0 0.0 0.0759
H 2.76450 -1.44601 -4.75472 0.0 0.0 -0.1 0.0938
H 3.98974 -3.15997 -2.73820 0.0 -0.1 0.0 0.1004
H 2.23357 -3.32486 -2.57221 0.0 0.0 0.0 0.0600
H 4.23082 -2.72664 -0.31739 0.0 0.0 0.0 0.0900
H 3.40668 -4.25208 -0.57620 0.1 0.0 0.0 0.1008
H 1.07043 -4.78252 0.61514 -0.1 0.0 0.0 0.1016
H 0.52022 -3.99056 -0.87986 0.0 0.0 0.0 0.0537
H -0.35133 -3.15290 1.95361 0.0 0.0 0.0 0.0736
H -1.27924 -4.23917 0.93486 0.0 0.0 0.0 0.0978
C 2.27707 -1.37013 3.40085 -0.1 0.0 0.0 -0.0462
C 0.92060 -0.79090 3.14178 0.0 0.0 0.0 -0.3323
C -0.16351 -0.75974 4.01665 0.0 -0.1 0.2 0.0415
C -1.13050 0.02522 3.41185 -0.1 0.0 0.1 -0.2562
C -2.46906 0.43358 3.93438 0.1 0.0 0.0 0.0099
N -0.65280 0.42907 2.22106 0.2 0.2 0.0 -0.0154
N 0.61442 -0.09581 2.03492 -0.2 -0.1 0.2 -0.0953
B -1.09060 1.71495 1.43226 0.0 0.0 0.0 -0.5062
N 0.16395 2.59536 1.20152 0.0 0.0 0.0 0.0207
N 1.23583 2.17131 0.45033 -0.1 -0.1 0.0 -0.0827
C 2.12856 3.16103 0.43128 0.2 0.0 0.0 -0.3134
C 3.42266 3.02162 -0.30481 0.0 0.1 0.1 -0.0076
C 1.64460 4.23558 1.17186 0.0 0.2 0.0 0.0456
C 0.40227 3.84547 1.64319 0.0 0.1 0.1 -0.2368
C -0.55770 4.60923 2.49620 0.0 0.0 0.0 0.0024
N -1.71313 1.37375 0.03286 0.0 0.2 0.1 0.0019
N -0.90013 1.17804 -1.05667 -0.1 0.0 0.1 -0.0866
C -1.64329 1.36800 -2.14882 -0.1 -0.1 0.0 -0.3395
C -1.04238 1.37320 -3.51414 -0.1 0.0 0.0 -0.0116
C -2.95963 1.62665 -1.77185 -0.1 0.2 -0.1 0.0440
C -2.96299 1.64746 -0.38619 -0.1 0.0 0.1 -0.2458
C -4.09633 1.93410 0.54345 0.0 0.0 -0.1 0.0091
H 2.64811 -0.97901 4.34879 0.0 0.0 0.0 0.0978
H 2.98828 -1.09528 2.62774 0.0 0.0 0.0 0.0536
H 2.25302 -2.45721 3.48128 0.0 0.0 0.0 0.0800
H -0.21837 -1.20724 4.99861 0.0 0.0 -0.1 0.1319
H -2.69873 -0.13413 4.83372 0.0 0.0 0.0 0.0952
H -3.25478 0.24995 3.20032 0.0 0.0 0.0 0.0796
H -2.48987 1.49574 4.18796 0.0 -0.1 0.0 0.0941
H -1.90547 2.30222 2.07531 0.1 -0.1 -0.1 0.1173
H 3.50090 2.05040 -0.79378 0.0 -0.1 0.0 0.0529
H 4.27168 3.12524 0.37212 0.0 0.0 0.0 0.0951
H 3.51856 3.79008 -1.07235 0.0 0.0 0.0 0.0945
H 2.13166 5.18310 1.34757 -0.1 -0.1 0.0 0.1291
H -0.13424 5.58190 2.73394 0.0 0.0 0.0 0.0926
H -0.76050 4.08646 3.43232 0.0 0.0 0.0 0.0920
H -1.50984 4.76633 1.98583 0.1 0.0 0.0 0.0918
H -0.00423 1.05582 -3.48176 0.1 0.0 0.0 0.0520
H -1.07036 2.38256 -3.92672 0.0 0.0 0.0 0.1037
H -1.59291 0.73098 -4.20321 0.0 0.0 0.0 0.0899
H -3.79669 1.84049 -2.42116 0.1 0.0 0.1 0.1315
H -5.01932 2.02832 -0.02434 0.0 0.0 0.0 0.0946
H -3.93829 2.86357 1.09260 0.0 0.0 0.0 0.0928
H -4.22158 1.13377 1.27325 0.0 0.0 0.0 0.0802

79
Properties=species:S:1:pos:R:3:forces:R:3:lowdin_charge:R:1 method="wB97M-V/def2-TZVPD" gap_ev=9.20 spin_multiplicity=1 lumo_ha=0.003 smiles="CC[C@H](Cl)[C@]1(CCSc2nnco2)C(=O)N[C@](CCC(F)=C(F)F)([PH2]=O)[C@H]1[PH2]=N.CCOC(C)=O.CCOC(C)=O" total_charge=0
C 2.24611 2.28813 5.15037 0.1 -0.1 -0.1 -0.1098
C 2.89806 3.01404 3.95691 0.0 -0.3 0.2 -0.2678
C 1.97010 3.43958 2.81854 -0.1 -0.2 0.5 -0.5632
Cl 0.63273 4.41210 3.54247 0.0 0.2 -0.1 0.7077
C 1.43002 2.32315 1.84149 0.5 0.6 -0.3 -0.3228
C -0.08631 2.03277 2.05791 0.1 -0.3 -0.2 -0.2281
C -0.62321 0.79854 1.32801 0.1 0.3 -0.3 -0.4469
S -2.35655 0.37503 1.66822 0.1 -0.3 0.2 1.0375
C -3.16224 1.87480 2.00892 0.0 -0.1 -0.1 -0.6791
N -2.92722 3.09892 1.70461 0.0 0.0 0.0 0.0741
N -3.98567 3.83261 2.24374 0.0 0.1 0.0 0.0768
C -4.76169 2.98478 2.79973 -0.1 0.2 0.0 -0.1849
O -4.31444 1.71217 2.70755 -0.1 -0.1 0.0 -0.0004
C 2.11863 0.95555 1.96392 0.2 -0.2 0.2 -0.4084
O 2.34669 0.35598 2.97184 -0.3 0.0 0.0 0.1542
N 2.38614 0.39106 0.66766 -0.6 0.7 -0.2 0.0844
C 2.52901 1.51609 -0.27962 0.4 0.1 0.5 -0.5295
C 2.09199 1.13507 -1.68949 0.0 -0.1 0.0 -0.1802
C 2.86726 -0.07159 -2.26128 0.0 -0.2 0.0 -0.1023
C 2.05263 -1.01945 -3.08621 0.1 0.1 0.2 -0.1929
F 2.76806 -1.70192 -4.01229 -0.2 0.4 -0.1 0.0758
C 0.75098 -1.25603 -3.04910 -0.1 -0.2 -0.1 -0.2993
F 0.08053 -1.90451 -3.98633 0.1 -0.2 0.3 0.1454
F -0.05883 -0.91552 -2.04660 0.1 0.2 -0.3 0.1181
P 4.36470 1.84998 -0.31703 0.2 -0.2 -0.7 0.7752
O 4.89384 2.24345 -1.64405 -0.1 0.2 0.1 -0.4033
C 1.81622 2.76121 0.39192 -0.1 -0.6 -0.9 -0.3306
P 0.53701 3.62918 -0.60798 -0.5 0.7 0.4 0.7410
N -0.20873 4.84171 0.02904 0.5 -0.4 0.0 -0.2630
H 1.18593 2.09446 4.99100 0.0 0.1 0.0 0.0543
H 2.35913 2.86852 6.06501 -0.1 0.0 0.0 0.0731
H 2.71670 1.31918 5.30972 0.0 0.1 0.0 0.0684
H 3.39284 3.91791 4.31450 0.0 0.0 -0.1 0.1067
H 3.68335 2.37010 3.55007 0.0 0.2 -0.1 0.1033
H 2.50010 4.18300 2.22898 0.0 -0.1 -0.1 0.0871
H -0.26573 1.89789 3.12546 0.0 0.1 0.0 0.1111
H -0.64260 2.89925 1.70312 0.0 0.0 0.2 0.0419
H -0.10558 -0.11892 1.62192 -0.1 0.0 0.1 0.0762
H -0.51925 0.90444 0.24535 0.0 0.0 0.0 0.0480
H -5.69735 3.17332 3.29985 0.1 -0.1 0.0 0.1368
H 1.53168 -0.09865 0.40337 0.3 -0.6 0.0 0.1184
H 1.02005 0.94264 -1.66571 0.0 0.0 0.0 0.0818
H 2.25641 1.98186 -2.35804 0.0 0.0 0.1 0.1118
H 3.38800 -0.63061 -1.47729 -0.1 0.0 0.0 0.1205
H 3.64514 0.30931 -2.92678 0.0 -0.1 0.0 0.1245
H 4.93058 0.67196 0.19802 0.0 0.0 0.2 0.0307
H 4.55645 2.79939 0.71150 0.0 -0.1 0.1 0.0284
H 2.58345 3.54042 0.39121 -0.2 0.2 0.4 0.0769
H -0.32933 2.63390 -1.10550 0.1 -0.1 -0.1 0.0095
H 1.27204 3.98216 -1.75464 0.0 -0.3 -0.1 0.0170
H 0.03877 5.02078 0.99556 -0.2 0.2 0.0 -0.0695
C 1.53822 -4.31389 -6.14505 0.0 -0.1 -0.1 -0.0570
C 2.35724 -3.49841 -7.12231 0.0 0.0 0.1 -0.2369
O 2.81972 -4.27856 -8.22945 0.1 0.1 0.0 -0.0007
C 2.07212 -4.50227 -9.33080 -0.1 -0.1 0.1 -0.5291
C 0.60733 -4.12614 -9.32806 0.1 0.2 -0.1 0.0102
O 2.58313 -5.04666 -10.26826 0.0 0.0 0.0 0.1084
H 0.62616 -4.69835 -6.60245 0.0 0.1 0.0 0.0711
H 1.26088 -3.70141 -5.28875 0.0 0.0 0.0 0.0551
H 2.11684 -5.16808 -5.79342 0.0 0.0 0.0 0.0870
H 1.81840 -2.61678 -7.47235 0.0 0.0 0.0 0.1126
H 3.26588 -3.14145 -6.64080 0.0 0.0 0.0 0.1201
H 0.02978 -5.00322 -9.03754 0.0 0.0 0.0 0.0950
H 0.33236 -3.85162 -10.34280 0.0 -0.1 0.0 0.0899
H 0.35282 -3.30230 -8.66724 0.0 -0.1 0.1 0.0669
C -5.77252 -1.05077 3.78155 0.0 -0.1 0.2 -0.0606
C -4.79814 -2.18947 3.55136 -0.1 0.1 -0.1 -0.2375
O -3.93735 -2.39061 4.67500 0.1 -0.1 -0.1 -0.0028
C -4.28085 -3.15540 5.73426 -0.1 0.1 0.1 -0.5274
C -5.70754 -3.63520 5.87674 0.0 -0.2 -0.2 0.0114
O -3.44866 -3.38618 6.56468 0.0 0.0 0.0 0.1107
H -6.45583 -1.25738 4.60588 0.0 -0.1 0.0 0.0710
H -6.36367 -0.86854 2.88327 0.0 0.0 0.0 0.0863
H -5.21673 -0.14937 4.02682 0.0 0.0 0.0 0.0622
H -5.29227 -3.12146 3.27425 0.0 0.0 0.0 0.1129
H -4.12941 -1.93245 2.73111 0.1 0.0 0.0 0.0934
H -6.24553 -2.92576 6.50486 0.0 0.0 0.0 0.0955
H -5.68657 -4.59706 6.38171 0.0 0.0 0.1 0.0907
H -6.24237 -3.75041 4.93823 0.0 0.1 0.0 0.0674

71
Properties=species:S:1:pos:R:3:forces:R:3:lowdin_charge:R:1 method="wB97M-V/def2-TZVPD" gap_ev=11.11 spin_multiplicity=1 lumo_ha=-0.072 total_charge=+1 relative_energy_kj_mol=0.0
Li 0.72505 -0.75524 0.40678 0.4 0.2 -0.1 0.4744
C 0.43079 2.20423 3.94241 -0.2 0.0 -0.7 -0.1036
C -0.16532 1.15132 4.87330 0.6 -0.3 -0.8 -0.2240
C -1.00227 0.13881 4.06729 -1.0 0.2 0.7 -0.1664
C -0.33052 -0.67604 3.06543 0.3 0.4 0.2 -0.1838
N 0.19749 -1.30864 2.26728 -0.1 0.1 0.0 0.1215
H -0.33413 2.63832 3.28821 -0.2 0.1 0.3 0.0771
H 1.10489 1.75381 3.20627 0.3 -0.1 0.3 0.0479
H 0.92785 3.03040 4.44516 0.1 -0.1 0.2 0.0738
H -0.77984 1.62119 5.63623 -0.2 -0.1 0.0 0.1135
H 0.61654 0.58475 5.37971 0.1 0.2 0.1 0.1130
H -1.82191 0.67200 3.57850 0.1 -0.1 -0.2 0.1168
H -1.49769 -0.55472 4.75298 0.1 -0.1 0.0 0.1339
C -1.89578 -0.24496 -3.77792 -0.6 1.1 0.1 -0.1128
C -1.50965 -1.63437 -4.25272 -0.6 0.0 0.1 -0.2320
C -0.23862 -2.21048 -3.60640 -0.1 0.4 -0.5 -0.1570
C -0.30880 -2.10468 -2.15517 0.1 -0.6 -0.7 -0.2022
N -0.37007 -2.02159 -1.01847 0.0 0.4 0.8 0.1489
H -1.40458 0.57736 -4.30383 0.2 -0.2 0.0 0.0779
H -1.78745 -0.05324 -2.70458 0.5 -0.4 0.0 0.0435
H -2.96834 -0.05584 -3.89577 0.1 -0.2 -0.4 0.0812
H -1.41034 -1.67664 -5.33717 0.2 0.2 0.0 0.1166
H -2.38780 -2.25398 -4.05305 0.4 -0.4 0.2 0.1143
H 0.65086 -1.65671 -3.92087 -0.1 0.1 0.0 0.1322
H -0.06977 -3.23194 -3.94634 -0.1 -0.1 0.4 0.1251
C -3.67631 4.09971 -2.43889 0.4 -0.3 -0.9 -0.0968
C -3.11178 3.03199 -1.53737 -0.2 -1.1 0.1 -0.2648
C -1.58405 2.90353 -1.63575 -0.1 0.9 0.5 -0.1719
C -1.10341 1.88179 -0.70893 0.0 0.0 -0.5 -0.1846
N -0.78206 1.04910 0.00976 0.1 -0.3 0.1 0.1623
H -3.31137 3.94221 -3.46251 0.1 0.0 0.1 0.0795
H -3.32585 5.09439 -2.16733 -0.4 0.1 0.2 0.0826
H -4.75447 4.00259 -2.54433 -0.1 0.4 0.4 0.0819
H -3.47781 2.03839 -1.83199 -0.2 0.2 -0.2 0.0981
H -3.46427 3.10189 -0.50572 0.3 0.4 0.1 0.1190
H -1.08583 3.84427 -1.37759 -0.1 0.0 0.1 0.1285
H -1.30835 2.72097 -2.67432 0.2 -0.4 0.1 0.1171
C 4.63644 2.50431 2.82540 0.3 0.6 0.2 -0.0972
C 4.03760 3.62533 1.97505 -0.5 0.1 0.5 -0.2501
C 3.58876 3.21777 0.57609 -0.2 -0.7 -0.6 -0.1655
C 2.76409 1.98662 0.54978 0.5 0.3 0.4 -0.1849
N 2.14088 1.02577 0.60125 -0.2 0.0 -0.1 0.1268
H 4.82448 2.93491 3.81123 -0.1 -0.2 0.1 0.0779
H 5.60821 2.12982 2.50362 -0.2 -0.1 -0.4 0.0783
H 3.92068 1.69148 2.93578 0.1 -0.1 0.0 0.0627
H 4.68519 4.49643 1.87570 0.3 -0.2 0.0 0.1134
H 3.19266 3.99438 2.56374 -0.2 0.0 -0.3 0.1048
H 4.46400 3.03582 -0.05219 0.0 -0.2 0.0 0.1253
H 3.00613 3.95782 0.02459 0.1 0.3 0.3 0.1184
C 2.51927 -4.76700 -2.11620 0.9 0.1 -0.2 -0.1015
C 3.91349 -4.71665 -1.45480 -1.1 -0.2 0.4 -0.2275
C 3.81324 -4.14999 -0.02559 0.2 0.5 0.1 -0.1678
C 3.09913 -2.87538 0.03155 0.1 0.5 -0.2 -0.1877
N 2.49866 -1.89691 0.05596 0.0 -0.3 0.0 0.1137
H 2.24321 -3.78017 -2.48928 -0.1 0.1 0.2 0.0518
H 1.77015 -5.10471 -1.40420 -0.2 -0.2 -0.2 0.0822
H 2.60124 -5.40085 -2.99980 -0.4 -0.2 0.2 0.0771
H 4.58553 -4.16000 -2.10309 0.2 0.1 0.3 0.1127
H 4.30626 -5.72439 -1.32532 0.1 0.0 -0.2 0.1102
H 4.80237 -4.02683 0.41893 0.0 0.1 0.0 0.1240
H 3.24115 -4.77607 0.66519 0.1 -0.4 -0.3 0.1311
C -4.03264 -1.22172 -0.19262 0.2 0.7 0.1 -0.0612
C -3.17054 -1.00294 1.05723 -0.8 0.0 -0.8 -0.3082
O -3.59255 -2.03704 1.90230 1.2 0.5 0.0 0.1402
C -4.78524 -2.50354 1.48238 -0.9 -0.5 0.0 -0.5626
O -5.42120 -3.32674 2.03919 0.0 -0.1 0.3 0.2011
O -5.15600 -1.90946 0.33334 0.2 0.0 -0.6 0.0924
F -3.52258 0.19768 1.64687 0.3 -0.1 0.0 0.0372
H -3.51569 -1.78151 -0.97629 0.0 -0.3 0.3 0.1285
H -4.34240 -0.27731 -0.63965 -0.1 0.0 0.2 0.1321
H -2.10906 -1.00290 0.84156 0.1 -0.1 0.5 0.0915

Short version: E_tot = -4080.63024; -3485.47928; -1505.97834 a.u., in the order given.
Short version: HOMO energy = -14.09; -9.12; -13.06 eV, in the order given.